A 14-piece molecular cluster, C48H100BN11O34 overall in a non-equilibrium geometry, computed with ωB97M-V/def2-TZVPD.

```
! wB97M-V def2-TZVPD RIJCOSX def2/J DEFGRID3
* xyz 1 2
C 1.807 -2.853 -2.346
C 0.977 -1.621 -2.607
C 0.232 -1.162 -1.237
C 1.183 -0.884 -0.002
N 0.413 -0.578 1.334
C -0.564 -1.729 1.642
C -0.552 -1.968 3.095
C 0.793 -1.508 3.569
C 1.305 -0.479 2.596
C -0.380 0.790 1.121
C 0.481 2.036 0.701
C -0.473 3.063 0.256
H 2.436 -2.854 -3.236
H 1.170 -3.722 -2.187
H 2.482 -2.864 -1.490
H 0.182 -1.850 -3.316
H 1.531 -0.777 -3.019
H -0.575 -1.822 -0.920
H -0.352 -0.252 -1.379
H 1.952 -0.127 -0.157
H 1.692 -1.828 0.191
H -1.575 -1.447 1.346
H -0.201 -2.550 1.023
H -1.346 -1.393 3.572
H -0.754 -3.016 3.320
H 0.637 -1.098 4.567
H 1.421 -2.398 3.538
H 1.183 0.504 3.051
H 2.349 -0.664 2.344
H -0.749 1.058 2.111
H -1.151 0.530 0.395
H 1.281 1.859 -0.018
H 1.089 2.443 1.508
H -1.267 2.646 -0.364
H 0.004 3.677 -0.508
H -0.943 3.768 0.941
O -1.066 -5.599 3.112
C -2.256 -5.813 2.868
O -2.956 -6.803 3.387
B -4.200 -7.003 2.585
O -4.215 -5.873 1.696
C -3.153 -5.152 1.857
O -2.873 -4.118 1.262
O -4.299 -8.336 1.933
C -5.311 -9.032 2.489
O -5.622 -10.194 2.326
C -6.034 -8.093 3.446
O -5.460 -6.903 3.431
O -7.073 -8.484 4.033
C 4.615 0.430 -2.989
C 5.309 1.416 -2.072
O 4.486 1.541 -0.883
C 5.051 1.658 0.398
O 6.249 1.858 0.598
O 4.091 1.591 1.352
C 4.329 2.186 2.694
H 4.365 -0.550 -2.583
H 5.115 0.249 -3.941
H 3.608 0.792 -3.197
H 5.453 2.458 -2.355
H 6.340 1.075 -1.984
H 3.468 2.731 3.079
H 5.095 2.961 2.680
H 4.622 1.467 3.459
C 2.032 -0.906 -11.677
C 1.903 -2.234 -10.868
O 2.125 -2.009 -9.460
C 1.828 -2.973 -8.611
O 1.070 -3.942 -8.839
O 2.641 -2.781 -7.501
C 2.474 -3.496 -6.323
H 2.534 -0.119 -11.115
H 1.029 -0.481 -11.647
H 2.304 -0.962 -12.731
H 2.637 -2.982 -11.168
H 0.909 -2.649 -11.035
H 2.297 -4.544 -6.565
H 1.557 -3.155 -5.841
H 3.209 -3.440 -5.521
C 3.437 9.309 0.023
C 2.354 8.243 0.415
O 1.607 7.846 -0.712
C 0.701 6.867 -0.499
O 0.516 6.196 0.549
O -0.092 6.870 -1.546
C -0.901 5.754 -1.937
H 4.171 8.904 -0.673
H 3.895 9.697 0.934
H 2.908 10.184 -0.355
H 1.753 8.579 1.261
H 2.771 7.351 0.883
H -1.440 5.182 -1.181
H -0.319 5.045 -2.526
H -1.619 6.191 -2.630
C 1.345 1.830 7.359
C 2.351 1.804 6.130
O 2.299 3.057 5.412
C 1.216 3.376 4.592
O 0.482 2.488 4.098
O 1.241 4.621 4.367
C 0.466 5.119 3.280
H 1.062 2.726 7.911
H 1.745 1.037 7.992
H 0.386 1.471 6.987
H 2.312 0.908 5.511
H 3.368 1.849 6.520
H 0.406 6.205 3.218
H -0.598 4.894 3.348
H 0.825 4.711 2.335
C 0.381 -6.628 -2.529
C 0.371 -8.094 -2.119
O 0.577 -8.379 -0.709
C 1.666 -8.954 -0.218
O 2.711 -9.209 -0.898
O 1.420 -9.240 1.017
C 2.254 -9.911 1.868
H -0.496 -6.279 -1.982
H 0.167 -6.546 -3.594
H 1.247 -6.060 -2.189
H 1.102 -8.582 -2.764
H -0.647 -8.418 -2.335
H 3.012 -9.307 2.368
H 2.683 -10.738 1.303
H 1.542 -10.229 2.629
C 3.104 4.362 -2.440
C 3.275 5.467 -3.520
O 2.099 6.219 -3.622
C 2.023 7.400 -4.357
O 2.859 8.017 -5.073
O 0.701 7.856 -4.172
C 0.292 9.053 -4.821
H 2.358 4.644 -1.697
H 4.097 4.183 -2.026
H 2.595 3.491 -2.853
H 3.547 4.937 -4.433
H 4.152 6.018 -3.181
H -0.772 8.921 -5.017
H 0.731 9.050 -5.819
H 0.348 9.859 -4.089
C -6.147 -3.368 3.747
C -4.962 -2.369 3.724
O -5.339 -1.133 3.151
C -4.356 -0.218 2.826
O -3.176 -0.188 3.075
O -4.948 0.788 2.090
C -4.128 1.803 1.601
H -7.086 -2.817 3.787
H -6.139 -3.956 4.666
H -6.234 -3.991 2.857
H -4.027 -2.783 3.348
H -4.709 -2.182 4.768
H -3.541 1.321 0.819
H -3.396 2.299 2.238
H -4.838 2.500 1.158
C -3.341 -0.676 6.818
O -4.435 -0.172 6.712
N -2.380 -0.606 5.969
N -2.930 -1.273 7.918
H -2.472 -0.146 5.075
H -1.438 -0.878 6.213
H -3.752 -1.472 8.471
H -2.129 -1.885 7.978
C -3.956 -0.993 -0.825
O -2.812 -0.802 -1.106
N -4.433 -2.064 -0.275
N -5.027 -0.237 -1.000
H -5.358 -1.853 0.070
H -3.863 -2.715 0.245
H -5.955 -0.575 -0.788
H -4.923 0.583 -1.580
C -0.246 2.845 -4.464
O 0.824 3.389 -4.566
N -1.128 2.653 -5.438
N -0.626 2.220 -3.320
H -0.861 3.024 -6.338
H -2.018 2.202 -5.285
H 0.158 2.402 -2.710
H -1.550 2.053 -2.948
C 2.014 -4.952 0.930
O 2.856 -4.828 0.030
N 2.257 -4.589 2.179
N 0.844 -5.528 0.859
H 3.206 -4.302 2.371
H 1.597 -4.930 2.863
H 0.204 -5.734 1.613
H 0.662 -5.774 -0.103
C -3.589 5.251 1.716
O -3.817 4.793 0.652
N -4.468 5.450 2.673
N -2.475 5.679 2.050
H -5.434 5.159 2.641
H -4.092 5.937 3.475
H -1.685 5.524 1.440
H -2.396 6.180 2.923
*
```

Results
Frontier orbital gap (alpha / beta): 6.68 / 2.82 eV
M: 1386.18 g mol⁻¹
LUMO (alpha / beta): -4.95 / -8.81 eV
Calculated total energy: -5074.17919 Eh
Expectation value of S²: 0.758